Computed, not measured: a cluster of 19 separate species, C38H87BrF5NO21S in total at a distorted geometry, with ωB97M-V with the def2-TZVPD basis set.

Gap between HOMO and LUMO   7.821 eV
E   -179759.6319 eV
HOMO level   -8.5 eV
F_max   0.0603 hartree/bohr

```
! RIJCOSX wB97M-V def2-TZVPD def2/J DEFGRID3
* xyz 0 1
C -3.2242 3.3722 -1.9819
C -3.7826 2.0458 -2.6386
F -2.7588 1.2251 -3.1546
C -4.6690 1.2169 -1.6214
C -4.3396 -0.3006 -1.5518
C -4.8560 -1.1394 -2.6592
C -4.5896 -2.5675 -2.6304
S -5.2346 -3.5361 -4.0544
C -3.8353 -3.2330 -1.5485
Br -3.5385 -5.1456 -1.6216
C -3.3388 -2.4196 -0.4598
C -3.5924 -0.9575 -0.5058
C -2.9995 -0.1354 0.6553
O -3.5139 0.8273 1.1807
C -1.6256 -0.6374 1.2140
C -0.6222 0.3410 1.6323
N -0.8710 1.7323 1.4908
C 0.6157 -0.1977 2.1831
F 1.5719 0.7052 2.6048
C 0.8302 -1.6171 2.3041
C -0.1394 -2.6360 1.8555
C 0.1119 -4.1584 1.9891
C 1.3921 -4.6857 1.2421
O 2.5773 -3.9331 1.4689
C 1.1471 -4.9284 -0.3116
F 0.5163 -3.8947 -0.9388
F 2.3666 -5.2284 -0.8802
F 0.4209 -6.1052 -0.3995
C -1.3918 -2.0926 1.2993
C -2.5467 -2.9822 0.7731
O -2.8953 -4.0333 1.2531
H -2.4034 3.8095 -2.6134
H -4.0301 4.1422 -1.8853
H -2.8061 3.1814 -0.9613
H -4.4436 2.3994 -3.4808
H -5.7388 1.2855 -1.9773
H -4.6449 1.7394 -0.6350
H -5.4378 -0.6733 -3.4923
H -6.6033 -3.3579 -3.9463
H -1.5895 2.0569 2.1358
H -0.0226 2.2929 1.5402
H 1.7856 -2.0221 2.7228
H 0.2677 -4.3799 3.0850
H -0.7476 -4.8011 1.6736
H 1.5953 -5.7148 1.6524
H 2.5790 -3.1541 0.8790
C 4.0329 -4.8794 4.7358
O 3.6057 -5.6913 3.6446
H 3.6005 -5.2683 5.6530
H 5.1230 -4.9058 4.8111
H 3.6943 -3.8514 4.5849
H 4.0015 -5.3254 2.8445
C 2.7514 -9.2889 2.3110
O 3.4040 -8.7255 3.4392
H 2.7507 -10.3735 2.4131
H 1.7187 -8.9317 2.2604
H 3.2837 -9.0139 1.3959
H 3.3925 -7.7653 3.3266
C 2.7765 -5.2421 8.6607
O 3.3636 -4.2772 7.7911
H 1.8424 -5.5878 8.2192
H 3.4546 -6.0903 8.7823
H 2.5722 -4.7880 9.6291
H 4.1856 -3.9881 8.2019
C -0.4286 5.3861 0.4625
O -1.7356 4.9564 0.8356
H 0.0370 4.6096 -0.1450
H -0.4963 6.3074 -0.1183
H 0.1731 5.5532 1.3600
H -2.1256 5.6600 1.3726
C -0.9064 -2.6545 -4.3840
O -1.4670 -3.3536 -3.2769
H -1.6868 -2.4921 -5.1269
H -0.5167 -1.6880 -4.0517
H -0.1050 -3.2464 -4.8246
H -0.7602 -3.4845 -2.6354
C -0.8177 1.8267 -6.2073
O -1.6301 0.7054 -5.8889
H -0.9512 2.0713 -7.2609
H -1.1164 2.6830 -5.5964
H 0.2327 1.5849 -6.0223
H -1.4935 0.5124 -4.9543
C 0.9039 5.0406 -4.7440
O 0.3510 4.3092 -3.6556
H 0.1260 5.2024 -5.4886
H 1.2736 6.0077 -4.3936
H 1.7210 4.4704 -5.1935
H 1.0550 4.1779 -3.0116
C -0.3098 9.8389 -0.6253
O -0.8822 8.5349 -0.5930
H 0.7668 9.7525 -0.4822
H -0.5101 10.3050 -1.5943
H -0.7328 10.4489 0.1745
H -1.8337 8.6370 -0.7224
C 2.0554 0.8588 -8.4069
O 2.8570 0.9841 -7.2378
H 1.6127 1.8272 -8.6339
H 2.6751 0.5386 -9.2485
H 1.2599 0.1301 -8.2311
H 3.2368 0.1178 -7.0569
C -8.4647 -1.4148 -2.6067
O -8.5988 -2.8208 -2.7811
H -7.4326 -1.1946 -2.3423
H -8.7177 -0.8980 -3.5367
H -9.1228 -1.0753 -1.8030
H -9.5180 -2.9919 -3.0134
C -0.7018 13.8843 0.7557
O -1.2797 12.5847 0.7909
H 0.3733 13.7910 0.8990
H -0.8973 14.3527 -0.2123
H -1.1201 14.4997 1.5561
H -2.2285 12.6917 0.6622
C 3.1577 3.1966 4.0050
O 3.3342 4.3938 3.2550
H 2.3422 3.3442 4.7112
H 2.9083 2.3743 3.3339
H 4.0739 2.9654 4.5549
H 4.0579 4.2409 2.6383
C 3.0270 -1.8386 -4.7821
O 2.1983 -2.9414 -4.4339
H 2.8895 -1.6163 -5.8390
H 2.7445 -0.9650 -4.1886
H 4.0729 -2.0920 -4.5982
H 2.3377 -3.1177 -3.4968
C 6.3432 -3.9130 -4.5042
O 6.5132 -2.7220 -5.2641
H 5.5263 -3.7662 -3.7993
H 6.1001 -4.7434 -5.1714
H 7.2614 -4.1324 -3.9536
H 7.2388 -2.8791 -5.8777
C -4.9627 7.0861 1.4527
O -4.1594 6.4373 2.4321
H -4.5675 8.0842 1.2787
H -4.9333 6.5190 0.5207
H -5.9930 7.1624 1.8105
H -4.5289 5.5573 2.5670
C 5.5757 -10.6034 4.7617
O 6.4034 -11.2692 5.7125
H 5.9586 -9.5973 4.6060
H 5.5921 -11.1462 3.8127
H 4.5530 -10.5441 5.1383
H 6.0450 -12.1547 5.8331
C 4.8992 -3.3818 11.6170
O 4.0046 -4.4708 11.4192
H 4.9418 -2.7950 10.7005
H 4.5414 -2.7490 12.4328
H 5.8982 -3.7581 11.8506
H 3.9824 -4.9745 12.2403
C -4.5551 7.7117 -2.4622
O -3.7565 7.8411 -1.2919
H -4.9652 8.6882 -2.7140
H -3.9427 7.3526 -3.2927
H -5.3750 7.0128 -2.2768
H -3.4047 6.9645 -1.0891
*
```

Computed, not measured: a cluster of 11 separate species, C38H89N3O24 in total at a distorted geometry, with ωB97M-V with the def2-TZVPD basis set.

Gap between HOMO and LUMO   2.917 eV
E   -94445.5162 eV
Energy above the lowest of the compared OMol25 structures with the same formula, charge and spin   216.2 kcal/mol
HOMO level   0.0 eV
F_max   0.1120 hartree/bohr

```
! RIJCOSX wB97M-V def2-TZVPD def2/J DEFGRID3
* xyz -2 1
C 22.3976 8.9288 2.4331
C 22.8561 10.2015 2.2673
C 22.7825 10.8669 0.8954
O 22.9742 12.1388 0.7120
C 22.0495 10.3330 -0.1080
C 21.5002 8.9490 0.0330
C 21.6860 8.1656 1.4399
O 21.2883 7.0194 1.5910
O 20.9314 8.3547 -0.9212
O 23.4661 10.6898 3.3170
H 22.4083 8.5577 3.4473
H 21.8702 10.8527 -1.0376
C 27.3246 19.0745 0.9367
O 26.5911 20.1175 1.4762
C 25.6946 20.7690 0.5403
C 24.6988 21.4393 1.5167
N 23.5963 20.5687 1.8029
C 22.3801 21.2328 2.4884
C 22.7463 22.0894 3.7628
O 23.6119 21.3682 4.5656
C 23.7103 22.0812 5.8999
H 27.8438 19.2820 0.0011
H 26.5799 18.2991 0.7571
H 28.0264 18.5718 1.6023
H 25.2173 20.0761 -0.1527
H 26.2732 21.4710 -0.0602
H 24.3502 22.3435 1.0177
H 25.3324 21.8312 2.3124
H 23.2553 20.1069 0.9719
H 21.6216 20.4686 2.6585
H 21.7872 21.8878 1.8500
H 21.8423 22.1087 4.3715
H 23.1818 23.0462 3.4748
H 24.5620 21.5741 6.3533
H 22.7867 22.0494 6.4779
H 23.8971 23.1483 5.7792
C 21.0802 7.4078 11.5759
O 20.4188 7.7655 12.7859
C 19.1014 7.2888 13.0258
C 18.9090 5.7583 13.2753
N 19.5037 5.3840 14.5379
C 19.4014 3.8963 14.7923
C 20.4554 3.1014 14.0141
O 21.6843 3.7996 13.8798
C 22.3726 4.1040 15.1001
H 20.5737 7.5675 10.6241
H 21.4234 6.3769 11.6630
H 21.9909 7.9497 11.3209
H 18.6151 7.6116 12.1052
H 18.7677 7.9522 13.8237
H 19.2753 5.1021 12.4858
H 17.8393 5.5645 13.3551
H 20.4773 5.6416 14.4617
H 18.3864 3.5461 14.6044
H 19.6266 3.7059 15.8416
H 20.0069 2.8506 13.0529
H 20.5812 2.1193 14.4700
H 23.3062 4.6411 14.9324
H 22.7971 3.1532 15.4225
H 21.7968 4.5779 15.8951
C 31.7005 9.3374 -1.3786
O 30.9133 8.3722 -0.7517
C 29.4820 8.4269 -1.0361
C 28.8070 7.2520 -0.2991
N 28.9255 5.9556 -1.0378
C 28.3978 4.8801 -0.3006
C 28.8180 3.5139 -0.8242
O 30.2935 3.3175 -0.6954
C 30.7447 3.2457 0.6251
H 32.7563 9.1295 -1.2049
H 31.4330 10.3375 -1.0375
H 31.4585 9.2046 -2.4331
H 29.3117 8.4061 -2.1125
H 29.1043 9.4049 -0.7378
H 27.7238 7.3724 -0.2889
H 29.0714 7.2172 0.7578
H 29.8818 5.7851 -1.3145
H 27.3101 4.8763 -0.3703
H 28.6016 4.9764 0.7659
H 28.5298 3.4292 -1.8720
H 28.2643 2.6937 -0.3672
H 30.1490 3.7158 1.4075
H 31.7506 3.6649 0.6466
H 30.7428 2.1631 0.7514
C 18.9188 9.6249 -7.3570
C 18.0833 10.4845 -6.4367
O 17.2146 9.6799 -5.5408
O 19.9460 8.8892 -6.7272
H 19.4021 10.2628 -8.0971
H 18.2283 8.9686 -7.8866
H 17.4530 11.2191 -6.9380
H 18.6863 11.1378 -5.8061
H 17.8290 9.3153 -4.8995
H 19.6472 8.8178 -5.8177
C 30.6145 11.5708 6.7814
C 30.7869 12.0890 5.3595
O 29.6204 12.8278 4.9247
O 29.6401 10.5434 6.9106
H 30.2713 12.3813 7.4244
H 31.5355 11.1413 7.1755
H 30.9081 11.1748 4.7785
H 31.7394 12.5845 5.1716
H 28.8677 12.2321 4.9183
H 28.7499 10.8685 6.7577
C 20.1458 0.3998 -2.4448
C 19.9540 1.3004 -3.6785
O 20.7898 2.4345 -3.6066
O 19.4743 0.8938 -1.2776
H 21.2194 0.3249 -2.2715
H 19.7448 -0.6079 -2.5533
H 18.9158 1.5875 -3.8452
H 20.3657 0.6926 -4.4842
H 20.2721 3.1449 -3.2208
H 19.6677 1.8313 -1.2046
C 19.0608 15.7722 7.1332
C 18.2451 15.7466 8.4063
O 17.3587 16.7856 8.4212
O 18.2609 15.1296 6.1047
H 19.9919 15.2240 7.2767
H 19.1864 16.8080 6.8179
H 18.8809 15.9612 9.2652
H 17.8564 14.7571 8.6472
H 16.7384 16.8042 7.6888
H 18.8531 15.1108 5.3494
C 25.1031 12.6179 -7.2653
C 24.7213 14.0379 -6.8778
O 25.5678 14.8865 -7.6855
O 26.4211 12.4547 -6.8548
H 25.0125 12.4330 -8.3356
H 24.5298 12.0054 -6.5693
H 24.9558 14.3473 -5.8593
H 23.6826 14.2493 -7.1316
H 26.4570 14.5295 -7.6270
H 26.9620 12.1437 -7.5845
C 18.1661 17.2457 -4.1286
C 18.8580 17.3322 -2.7398
O 20.2275 17.5524 -2.9412
O 18.2324 18.5051 -4.8727
H 17.1578 16.8440 -4.0283
H 18.6973 16.5110 -4.7336
H 18.7074 16.4799 -2.0772
H 18.4055 18.1889 -2.2404
H 20.7431 16.8559 -2.5281
H 19.1469 18.7772 -4.9782
C 19.8979 1.8428 6.1764
C 21.2784 2.4346 6.3490
O 22.1161 2.3927 5.1716
O 19.0455 2.8439 5.5604
H 19.5664 1.6458 7.1959
H 19.8080 0.9190 5.6049
H 21.7575 1.8408 7.1273
H 21.1640 3.4679 6.6766
H 21.6455 2.8943 4.5019
H 19.3787 3.1734 4.7226
*
```

Computed, not measured: a cluster of 11 separate species, C38H95BN7O18 in total at a distorted geometry, with ωB97M-V with the def2-TZVPD basis set.

Gap between HOMO and LUMO (spin up / spin down)   8.441 / 3.249 eV
E   -88903.4104 eV
HOMO level (spin up / spin down)   -8.7 / -8.7 eV
F_max   0.1009 hartree/bohr

```
! RIJCOSX wB97M-V def2-TZVPD def2/J DEFGRID3
* xyz 0 2
O 2.4608 0.6097 1.6734
C 1.7323 0.2605 0.7155
O 0.8322 1.0049 0.0408
B 0.1471 0.2199 -1.0009
O 0.6747 -1.1445 -0.8334
C 1.5225 -1.1947 0.1699
O 2.0718 -2.1584 0.6343
O 0.3943 0.7602 -2.3540
C -0.7345 1.1113 -2.9666
O -0.9006 1.6006 -4.0713
C -1.8584 0.8107 -1.9540
O -1.3369 0.3005 -0.9116
O -3.0516 1.1255 -2.1747
C -0.9514 -3.0089 -3.0491
C 0.2067 -3.9819 -3.3595
C 1.2413 -3.9095 -2.3177
O 2.1448 -4.9773 -2.4921
C 3.1366 -4.9392 -1.4007
N -0.2740 -5.3431 -3.4730
H -0.4879 -2.0235 -3.0030
H -1.3633 -3.2173 -2.0617
H -1.7121 -2.8974 -3.8218
H 0.7035 -3.6890 -4.2844
H 0.7221 -3.9548 -1.3603
H 1.7098 -2.9257 -2.2902
H 3.7796 -4.0753 -1.5689
H 3.7464 -5.8381 -1.4911
H 2.6299 -4.8645 -0.4385
H -1.0043 -5.3920 -2.7770
H -0.9895 -5.2212 -4.1753
C -0.5630 -3.9764 1.3830
C -1.4640 -4.4180 2.4798
C -1.3119 -5.9096 2.9718
O -1.5179 -6.7388 1.8510
C -1.2628 -8.1400 2.0988
N -1.2116 -3.5189 3.5990
H 0.4856 -4.0843 1.6603
H -0.7498 -2.9425 1.0928
H -0.8546 -4.5216 0.4853
H -2.4774 -4.1492 2.1817
H -2.1077 -6.0730 3.6985
H -0.3570 -6.0762 3.4702
H -0.1912 -8.3244 2.0227
H -1.6404 -8.7623 1.2875
H -1.7223 -8.5519 2.9972
H -1.8901 -3.6181 4.3405
H -0.3623 -3.8375 4.0433
C 5.6164 -3.3487 0.6657
C 5.1968 -3.1441 2.0789
C 5.2727 -1.7153 2.6592
O 4.5872 -1.7162 3.9284
C 4.4722 -0.4622 4.5328
N 3.8373 -3.6295 2.2286
H 4.9276 -2.7966 0.0263
H 5.4990 -4.3619 0.2813
H 6.6316 -3.0159 0.4495
H 5.7980 -3.8502 2.6517
H 4.8609 -1.0005 1.9468
H 6.3357 -1.5041 2.7760
H 3.8833 0.1753 3.8733
H 5.4795 -0.0788 4.6953
H 4.0267 -0.5182 5.5260
H 3.5882 -3.2284 3.1214
H 3.2524 -3.0564 1.6374
C 1.0675 0.2412 4.4605
C -0.2122 0.6383 3.7906
C -1.2225 -0.4676 3.5648
O -2.5061 0.1347 3.3404
C -3.3244 -0.7897 2.6166
N -0.8465 1.5126 4.8092
H 0.8619 -0.1598 5.4530
H 1.7127 1.1027 4.6327
H 1.6031 -0.5019 3.8698
H -0.1505 1.2832 2.9140
H -1.3489 -1.1565 4.4000
H -0.8517 -0.9876 2.6816
H -4.3721 -0.4990 2.5399
H -3.3441 -1.7728 3.0868
H -2.9395 -0.8864 1.6014
H -0.5671 1.1274 5.7000
H -0.2576 2.3269 4.9103
C 4.3538 3.7352 0.1681
C 4.4542 3.4252 1.6543
C 5.2742 2.1461 1.9987
O 6.6882 2.2817 1.7997
C 7.4252 1.2862 2.3164
N 5.0029 4.4670 2.4659
H 3.8250 4.6802 0.0441
H 3.6506 3.0799 -0.3460
H 5.3266 3.7326 -0.3235
H 3.5138 3.2432 2.1745
H 4.8487 1.2540 1.5392
H 5.1721 1.9755 3.0704
H 7.2057 1.1146 3.3702
H 8.4696 1.5683 2.1828
H 7.2955 0.4197 1.6680
H 4.9793 4.3107 3.4635
H 5.9694 4.1975 2.3497
C -1.7725 7.0808 -3.6607
C -2.4039 6.4741 -2.4286
C -2.8977 4.9843 -2.6603
O -3.8858 4.9112 -3.6539
C -4.3080 3.5913 -3.8986
N -1.3637 6.5384 -1.4235
H -1.0179 6.4323 -4.1058
H -1.3490 8.0425 -3.3712
H -2.5244 7.2743 -4.4257
H -3.1903 7.1861 -2.1783
H -3.2073 4.5344 -1.7171
H -2.0431 4.3921 -2.9874
H -4.9426 3.5358 -4.7831
H -4.9075 3.3133 -3.0317
H -3.5023 2.8757 -4.0626
H -1.8381 6.3665 -0.5486
H -1.1111 7.5107 -1.3191
C -3.4977 2.4994 0.9224
C -2.1980 2.6650 1.6952
C -1.2347 3.6448 0.9543
O -0.1448 3.8708 1.8505
C 0.9803 4.4941 1.2935
N -2.5280 3.1213 3.0119
H -4.0672 3.4261 0.8515
H -4.0694 1.6401 1.2726
H -3.2680 2.2767 -0.1196
H -1.7019 1.6953 1.7351
H -1.7141 4.5890 0.6956
H -0.8392 3.1150 0.0877
H 0.7736 5.4380 0.7890
H 1.4224 3.8439 0.5386
H 1.7267 4.7210 2.0547
H -1.7085 3.6611 3.2506
H -3.1316 3.8969 2.7790
C -6.1500 1.1751 -0.8892
C -6.9979 1.1273 0.3808
O -6.3210 0.6856 1.5291
H -5.8134 0.1983 -1.2365
H -5.3114 1.8514 -0.7233
H -6.8488 1.5487 -1.6377
H -7.7885 0.4127 0.1517
H -7.5495 2.0567 0.5222
H -6.9422 0.4471 2.2211
C 1.6615 -0.6835 -5.1004
C 2.0798 -1.9433 -5.8364
O 3.0524 -2.7094 -5.0357
H 1.0038 0.0041 -5.6322
H 2.4789 -0.0750 -4.7136
H 1.0638 -0.9066 -4.2166
H 2.4673 -1.7274 -6.8321
H 1.1846 -2.5300 -6.0423
H 3.9062 -2.2758 -4.9682
C -5.5715 0.0374 -4.6651
C -4.3902 0.2035 -5.5180
O -4.4657 -0.6163 -6.7186
H -5.7761 -0.9702 -4.3032
H -6.5025 0.2874 -5.1739
H -5.5168 0.7451 -3.8379
H -3.4733 -0.1485 -5.0452
H -4.2302 1.2458 -5.7939
H -3.8000 -1.2985 -6.6038
*
```

Which value of E does entry 1 give? -179759.6319 eV